[1]
Here is 2 unconnected molecules or ions with the total composition C9H21BNO10S2 at a distorted geometry from OMol25. Energies are from ωB97M-V/def2-TZVPD.

Calculated values
Charge = -1
Energy = -53981.814 eV
Strongest force on any atom = 7.97 eV/A

Each line ends with the Mulliken charge.
Element x y z (Å)
1 C -0.2542 -0.0856 -1.4947  -0.07
2 C 0.1366 -1.2184 -2.6580  -0.51
3 C 1.7278 -1.2035 -3.0507  -0.31
4 O 2.5883 -2.0538 -2.2150  -0.35
5 N 2.4804 -1.7697 -0.9061  0.29
6 B 2.5766 -2.9949 -0.0202  0.60
7 O 3.7707 -3.4893 0.6902  -0.51
8 O 1.3312 -3.8237 0.1073  -0.67
9 C 3.3760 -0.6373 -0.4647  -0.47
10 C 4.9779 -0.8640 -0.7233  0.35
11 O 5.5426 -1.5294 -1.7335  -0.67
12 O 5.9224 -0.2378 0.2567  -0.71
13 S 3.0534 -0.0713 1.3297  1.19
14 C 3.5193 1.7677 1.5537  -0.85
15 O 3.8459 -0.8857 2.3798  -0.64
16 O 1.5404 -0.1730 1.6508  -0.62
17 H 0.6113 0.7158 -1.4265  0.06
18 H -1.2657 0.4820 -1.7702  0.31
19 H -0.3996 -0.6245 -0.4563  -0.30
20 H -0.2835 -2.2768 -2.3718  0.24
21 H -0.4529 -0.8592 -3.6318  0.32
22 H 2.0960 -0.0928 -3.0459  0.20
23 H 1.8072 -1.6351 -4.1601  0.29
24 H 3.4626 -4.1055 1.4313  0.29
25 H 0.5546 -3.2496 -0.1640  0.27
26 H 3.0656 0.3074 -1.1254  0.40
27 H 3.7155 2.1895 0.4552  0.25
28 H 4.4640 1.8869 2.2578  0.29
29 H 2.6411 2.3984 2.0323  0.31
30 O -2.8098 2.1618 2.4400  -0.65
31 S -3.2927 1.3775 1.3265  1.21
32 O -3.0131 1.7327 -0.0471  -0.57
33 O -4.9039 1.1628 1.4935  -0.28
34 C -5.7326 2.3187 1.5718  -0.34
35 C -5.8441 3.0201 0.2323  -0.97
36 C -2.7967 -0.3101 1.5616  -0.61
37 H -5.3667 2.9998 2.3474  0.31
38 H -6.7293 1.9817 1.8832  0.26
39 H -4.8782 3.4189 -0.0906  0.30
40 H -6.5458 3.8597 0.2866  0.38
41 H -6.1815 2.3236 -0.5421  0.25
42 H -3.0301 -0.6177 2.5834  0.36
43 H -1.7163 -0.3586 1.3933  0.04
44 H -3.3108 -0.9377 0.8336  0.32

---

[2]
Here is 6 unconnected molecules or ions with the total composition C9H21Br6N3O6 at a distorted geometry from OMol25. Energies are from ωB97M-V/def2-TZVPD.

Calculated values
Energy = -446674.178 eV
SMILES string = C[N+](=O)[O-].C[N+](=O)[O-].C[N+](=O)[O-].BrCCBr.BrCCBr.BrCCBr
Strongest force on any atom = 3.49 eV/A
Energy above the lowest of the compared OMol25 structures with the same formula, charge and spin = 43.5 kcal per mole

Each line ends with the Mulliken charge.
Element x y z (Å)
1 C -3.4682 26.9499 7.0381  -0.66
2 N -2.4121 27.8486 7.7558  0.81
3 O -1.8997 27.4498 8.7831  -0.49
4 O -2.1268 28.9274 7.1998  -0.50
5 H -4.4786 27.2984 7.2520  0.26
6 H -3.3413 25.9144 7.3540  0.30
7 H -3.2109 26.9360 5.9790  0.28
8 C -10.0784 31.9625 -2.4327  -0.70
9 N -11.0419 31.1937 -1.5903  0.78
10 O -12.2391 31.4368 -1.7366  -0.49
11 O -10.4784 30.3176 -0.8662  -0.46
12 H -9.5159 32.7031 -1.8642  0.27
13 H -10.6200 32.4591 -3.2377  0.32
14 H -9.4882 31.1859 -2.9191  0.28
15 C -2.4635 26.9892 -6.3728  -0.65
16 N -3.6492 26.5965 -5.4721  0.83
17 O -4.7169 26.6154 -6.0811  -0.51
18 O -3.4028 26.3578 -4.3027  -0.51
19 H -2.3117 28.0686 -6.3729  0.27
20 H -2.6310 26.5550 -7.3584  0.27
21 H -1.6561 26.5399 -5.7945  0.30
22 Br -6.0802 28.4423 -0.6188  -0.15
23 C -6.5971 26.6054 0.0293  -0.57
24 C -7.0990 26.6727 1.4974  -0.53
25 Br -6.8690 24.9650 2.4352  -0.16
26 H -5.6808 26.0155 0.0095  0.33
27 H -7.2297 26.1455 -0.7299  0.37
28 H -8.1604 26.9104 1.4264  0.33
29 H -6.6295 27.3634 2.1977  0.38
30 Br -12.1034 31.5708 3.9358  -0.11
31 C -11.9962 29.9486 5.0950  -0.50
32 C -11.1511 30.2678 6.2777  -0.67
33 Br -9.2579 30.6107 5.7913  -0.14
34 H -11.7332 29.0917 4.4748  0.36
35 H -12.9887 29.7074 5.4754  0.32
36 H -11.1072 29.5389 7.0869  0.39
37 H -11.4715 31.2348 6.6655  0.35
38 Br -3.8829 18.9334 -4.7082  -0.14
39 C -5.2951 20.0555 -3.8199  -0.53
40 C -4.5780 21.3184 -3.3245  -0.62
41 Br -3.3984 20.8260 -1.8122  -0.12
42 H -5.6920 19.4105 -3.0360  0.36
43 H -6.0701 20.2692 -4.5560  0.35
44 H -5.2508 22.0535 -2.8829  0.33
45 H -3.9098 21.8047 -4.0353  0.37

---

[3]
Here is a molecular structure, C9H21BrClHfO2P2 at a distorted geometry from OMol25. Energies are from ωB97M-V/def2-TZVPD.

Calculated values
Charge = +3
Energy = -116189.360 eV
Strongest force on any atom = 8.85 eV/A
Energy above the lowest of the compared OMol25 structures with the same formula, charge and spin = 35.0 kcal per mole

Each line ends with the Mulliken charge.
Element x y z (Å)
1 C -1.1263 -0.1412 -2.7732  -0.99
2 C -1.0849 0.2600 -1.3722  0.83
3 H -1.8212 0.4998 -3.3381  0.43
4 H -1.4300 -1.1971 -2.8405  0.34
5 H -0.1193 -0.0623 -3.2094  0.29
6 O -1.8512 0.9087 -0.7024  -0.11
7 Cl 0.9746 -1.8814 -1.1624  -0.21
8 Hf 0.7183 -0.3992 0.6862  -0.16
9 P -1.5030 -1.6137 1.2758  0.90
10 C -2.7953 -0.8818 2.3117  -1.23
11 C -2.4706 -2.4598 -0.0161  -1.20
12 H -3.0611 -3.2402 0.4831  0.50
13 H -1.7374 -3.7400 2.3859  0.46
14 H -1.8034 -2.9215 -0.7534  0.34
15 H -0.0694 -3.5384 1.7582  0.42
16 H -3.3138 -0.1048 1.7350  0.40
17 H -3.1455 -1.7493 -0.5098  0.40
18 C -0.9022 -3.0370 2.2699  -1.24
19 H -3.5024 -1.6749 2.5907  0.45
20 H -0.5510 -2.6914 3.2520  0.43
21 H -2.3423 -0.4441 3.2112  0.41
22 P 1.8695 1.5768 -0.5328  1.12
23 C 1.7786 3.2942 0.0517  -1.30
24 C 3.6433 1.1634 -0.2317  -1.31
25 H 1.9956 0.8170 -2.8314  0.36
26 H 2.7038 2.4422 -2.6011  0.50
27 H 0.9275 2.2507 -2.6669  0.41
28 C 1.8641 1.7861 -2.3379  -1.31
29 H 3.8200 0.0921 -0.3978  0.43
30 H 4.2581 1.7405 -0.9365  0.44
31 H 2.5529 3.8878 -0.4547  0.45
32 H 1.9347 3.3363 1.1379  0.42
33 H 3.9315 1.4060 0.8016  0.45
34 H 0.7903 3.7042 -0.1931  0.43
35 C -0.3886 1.3302 1.5124  0.72
36 O -0.9946 2.2561 1.8744  -0.12
37 Br 2.2508 -0.9742 2.5239  -0.13

---

[4]
Here is 6 unconnected molecules or ions with the total composition C9H21Cl6N3O6 from OMol25. Energies are from ωB97M-V/def2-TZVPD.

Calculated values
Energy = -101555.969 eV
SMILES string = C[N+](=O)[O-].C[N+](=O)[O-].C[N+](=O)[O-].ClCCCl.ClCCCl.ClCCCl
Strongest force on any atom = 0.80 eV/A
Energy above the lowest of the compared OMol25 structures with the same formula, charge and spin = 0.0 kcal per mole

Each line ends with the Mulliken charge.
Element x y z (Å)
1 C -15.7042 -8.5350 16.5263  -0.83
2 N -15.8587 -9.5517 17.6012  0.87
3 O -16.9719 -9.7144 18.0661  -0.48
4 O -14.8672 -10.1466 17.9582  -0.46
5 H -15.1154 -7.7215 16.9481  0.30
6 H -16.6872 -8.1930 16.2373  0.32
7 H -15.1208 -8.9905 15.7349  0.30
8 C -12.5458 -15.7487 18.7047  -0.70
9 N -13.2638 -14.6147 18.0519  0.87
10 O -14.4718 -14.7075 17.9898  -0.50
11 O -12.5994 -13.6970 17.6183  -0.53
12 H -11.6919 -15.3436 19.2338  0.29
13 H -12.1729 -16.3786 17.8976  0.29
14 H -13.2547 -16.2855 19.3192  0.27
15 C -20.2625 -12.7395 23.1111  -0.60
16 N -21.0646 -13.8047 22.4808  0.95
17 O -20.4673 -14.7606 22.0191  -0.50
18 O -22.2661 -13.6587 22.4688  -0.56
19 H -20.4991 -11.8095 22.6046  0.25
20 H -19.2124 -12.9762 22.9998  0.13
21 H -20.5593 -12.6720 24.1532  0.32
22 Cl -20.0226 -17.7465 20.0235  -0.19
23 C -18.8008 -17.5499 21.2970  -0.47
24 C -17.8799 -16.3997 21.0205  0.14
25 Cl -16.7182 -16.7899 19.7539  -0.18
26 H -18.2501 -18.4845 21.3797  0.41
27 H -19.3177 -17.3729 22.2389  0.28
28 H -17.3699 -16.0759 21.9254  0.26
29 H -18.4735 -15.5476 20.6966  -0.22
30 Cl -14.6320 -9.4138 21.2340  -0.18
31 C -16.3098 -9.2596 21.8298  0.05
32 C -16.3380 -9.0164 23.3088  -0.53
33 Cl -15.6365 -10.3571 24.2590  -0.19
34 H -16.8621 -10.1380 21.5136  -0.15
35 H -16.7240 -8.3935 21.3122  0.33
36 H -17.3513 -8.8586 23.6718  0.33
37 H -15.7647 -8.1206 23.5438  0.33
38 Cl -19.2943 -11.3711 19.8131  -0.21
39 C -18.2259 -12.6656 19.2094  -0.43
40 C -16.8516 -12.5832 19.8297  0.29
41 Cl -16.8898 -12.8563 21.5958  -0.18
42 H -18.1223 -12.5402 18.1334  0.37
43 H -18.7168 -13.6102 19.4260  0.27
44 H -16.4174 -11.5992 19.6486  -0.15
45 H -16.1761 -13.3094 19.3938  0.03

---

[5]
Here is C9H21ClO4P2 in the gas phase from OMol25. Energies are from ωB97M-V/def2-TZVPD.

Calculated values
Energy = -48963.666 eV
SMILES string = CCOCCOP(CCCCOC)#P(O)Cl
Strongest force on any atom = 0.40 eV/A

Each line ends with the Mulliken charge.
Element x y z (Å)
1 C 3.4226 -2.3943 0.8924  -1.08
2 C 3.2998 -1.1229 1.7427  -0.12
3 O 3.8473 0.0278 1.1187  -0.48
4 C 3.1073 0.4580 -0.0076  -0.08
5 C 2.0921 1.5406 0.3741  -0.83
6 O 0.7928 1.2597 -0.1677  0.18
7 P 0.3210 2.0565 -1.5181  -0.16
8 C -1.5082 1.8097 -1.3818  -0.80
9 C -2.0065 1.9442 0.0669  -0.92
10 C -1.9867 0.6182 0.8434  -0.32
11 C -3.3422 -0.0668 0.9628  -0.72
12 O -3.4898 -0.9874 -0.1029  -0.21
13 C -4.4944 -1.9501 0.1046  -0.78
14 P 0.5704 0.6269 -3.1861  0.17
15 O 2.2209 0.6877 -3.2183  -0.42
16 Cl 0.2924 -1.1916 -2.1987  -0.25
17 H 3.9592 -3.1762 1.4267  0.32
18 H 3.9543 -2.1722 -0.0317  0.30
19 H 2.4481 -2.7937 0.6102  0.30
20 H 2.2526 -0.9358 2.0120  0.18
21 H 3.8509 -1.2310 2.6755  0.40
22 H 2.5548 -0.3632 -0.4704  0.14
23 H 3.8143 0.8332 -0.7477  0.30
24 H 1.9837 1.5677 1.4586  0.32
25 H 2.4194 2.5272 0.0351  0.41
26 H -1.9704 2.5489 -2.0386  0.44
27 H -1.8012 0.8242 -1.7544  0.38
28 H -1.4152 2.6907 0.6003  0.34
29 H -3.0282 2.3290 0.0374  0.48
30 H -1.3085 -0.0837 0.3593  0.20
31 H -1.5860 0.7810 1.8452  0.47
32 H -4.1513 0.6767 0.9197  0.29
33 H -3.4370 -0.5882 1.9233  0.42
34 H -4.3145 -2.7728 -0.5849  0.23
35 H -4.4668 -2.3388 1.1289  0.32
36 H -5.4947 -1.5421 -0.0851  0.28
37 H 2.5976 -0.0970 -3.6437  0.31

---

[6]
Here is a molecular structure, C9H21CsNO3Si at a distorted geometry from OMol25. Energies are from ωB97M-V/def2-TZVPD.

Calculated values
Charge = +1
Energy = -25723.931 eV
Strongest force on any atom = 8.48 eV/A

Each line ends with the Mulliken charge.
Element x y z (Å)
1 C 2.8285 -1.3727 1.7394  -0.99
2 Si 3.3427 -0.6866 0.0075  0.79
3 C 5.2261 -0.2497 0.1828  -1.09
4 C 3.2527 -2.0076 -1.3793  -0.99
5 O 2.5514 0.8210 -0.3795  -0.33
6 C 1.2826 0.6351 -0.9081  0.68
7 O 0.6111 -0.4037 -0.8554  -0.51
8 O 0.7004 1.7923 -1.5228  -0.41
9 C -0.0277 2.4287 -0.4074  -0.42
10 C -1.5838 2.0776 -0.6559  -0.49
11 C -2.1753 0.9557 0.3547  -1.17
12 C -3.3634 0.1729 -0.4814  -0.69
13 C -4.0414 -1.0473 0.3508  -0.18
14 N -5.4450 -1.1877 -0.1491  -0.57
15 H 2.1316 -0.6310 2.2740  0.24
16 H 2.3798 -2.4130 1.6968  0.28
17 H 3.7590 -1.4399 2.4096  0.30
18 H 5.3667 0.8118 -0.2351  0.27
19 H 5.5143 -0.2067 1.2774  0.31
20 H 5.8583 -0.9441 -0.4497  0.29
21 H 2.9862 -1.5252 -2.3868  0.28
22 H 2.3726 -2.7104 -1.1461  0.25
23 H 4.1837 -2.6463 -1.4743  0.36
24 H 0.1768 3.5468 -0.3445  0.33
25 H 0.2878 1.9129 0.5676  0.25
26 H -2.1595 3.0676 -0.5177  0.28
27 H -1.6854 1.6670 -1.7151  0.42
28 H -2.6201 1.4192 1.3396  0.98
29 H -1.4315 0.1625 0.6809  0.24
30 H -4.1780 0.9566 -0.7812  0.22
31 H -2.9262 -0.2734 -1.4342  0.27
32 H -4.0703 -0.7217 1.4623  0.06
33 H -3.4683 -2.0188 0.2552  0.31
34 H -5.9401 -0.2960 -0.0432  0.20
35 H -5.8965 -1.9266 0.4121  0.25
36 Cs -3.7998 2.2808 2.2561  1.00

---

What did the first record say?
Here is 2 unconnected molecules or ions with the total composition C9H21BNO10S2 at a distorted geometry from OMol25. Energies are from ωB97M-V/def2-TZVPD.

Calculated values
Charge = -1
Energy = -53981.814 eV
Strongest force on any atom = 7.97 eV/A

Each line ends with the Mulliken charge.
Element x y z (Å)
1 C -0.2542 -0.0856 -1.4947  -0.07
2 C 0.1366 -1.2184 -2.6580  -0.51
3 C 1.7278 -1.2035 -3.0507  -0.31
4 O 2.5883 -2.0538 -2.2150  -0.35
5 N 2.4804 -1.7697 -0.9061  0.29
6 B 2.5766 -2.9949 -0.0202  0.60
7 O 3.7707 -3.4893 0.6902  -0.51
8 O 1.3312 -3.8237 0.1073  -0.67
9 C 3.3760 -0.6373 -0.4647  -0.47
10 C 4.9779 -0.8640 -0.7233  0.35
11 O 5.5426 -1.5294 -1.7335  -0.67
12 O 5.9224 -0.2378 0.2567  -0.71
13 S 3.0534 -0.0713 1.3297  1.19
14 C 3.5193 1.7677 1.5537  -0.85
15 O 3.8459 -0.8857 2.3798  -0.64
16 O 1.5404 -0.1730 1.6508  -0.62
17 H 0.6113 0.7158 -1.4265  0.06
18 H -1.2657 0.4820 -1.7702  0.31
19 H -0.3996 -0.6245 -0.4563  -0.30
20 H -0.2835 -2.2768 -2.3718  0.24
21 H -0.4529 -0.8592 -3.6318  0.32
22 H 2.0960 -0.0928 -3.0459  0.20
23 H 1.8072 -1.6351 -4.1601  0.29
24 H 3.4626 -4.1055 1.4313  0.29
25 H 0.5546 -3.2496 -0.1640  0.27
26 H 3.0656 0.3074 -1.1254  0.40
27 H 3.7155 2.1895 0.4552  0.25
28 H 4.4640 1.8869 2.2578  0.29
29 H 2.6411 2.3984 2.0323  0.31
30 O -2.8098 2.1618 2.4400  -0.65
31 S -3.2927 1.3775 1.3265  1.21
32 O -3.0131 1.7327 -0.0471  -0.57
33 O -4.9039 1.1628 1.4935  -0.28
34 C -5.7326 2.3187 1.5718  -0.34
35 C -5.8441 3.0201 0.2323  -0.97
36 C -2.7967 -0.3101 1.5616  -0.61
37 H -5.3667 2.9998 2.3474  0.31
38 H -6.7293 1.9817 1.8832  0.26
39 H -4.8782 3.4189 -0.0906  0.30
40 H -6.5458 3.8597 0.2866  0.38
41 H -6.1815 2.3236 -0.5421  0.25
42 H -3.0301 -0.6177 2.5834  0.36
43 H -1.7163 -0.3586 1.3933  0.04
44 H -3.3108 -0.9377 0.8336  0.32

---

> Look up the energy of the third one.

-116189.360 eV

---

> Which of these has the highest energy?

C9H21CsNO3Si

---

> strongest force on any atom of number 4 (C9H21Cl6N3O6)?

0.80 eV/A